Below is one molecule with the formula C23H31N3O3S, with properties calculated with ωB97M-V with the def2-TZVPD basis set.

Properties
relative energy (zero: lowest compared OMol25 entry of this formula, charge and spin) = 67.87 kJ/mol
E_tot = -1683.2419 hartree
orbital gap = 8.83 eV
structure (SMILES) = CCCC(O)(CCC)C(=O)NN(C(=O)Nc1csc2c1CCCC2)c1ccccc1
lowest unoccupied orbital energy = 0.777 eV

Structure (XYZ):
```
61
Properties=species:S:1:pos:R:3:nbo_charge:R:1
C 1.97503 3.72116 -0.30083 -0.60
H 0.36116 3.88492 -2.25682 0.23
C -1.81717 -1.42758 3.73244 -0.17
H -1.49241 -0.86733 -1.44085 0.23
C -0.55312 -3.82247 0.83957 -0.20
H -3.30810 -1.73936 5.22423 0.22
C -0.13698 -0.47113 2.46511 0.09
C -0.20061 -3.24786 5.10422 -0.39
C -0.70585 2.88538 -5.03196 -0.40
C -0.65879 1.93241 -3.83500 -0.41
C -2.08668 -2.77460 -0.67108 -0.18
H -0.84287 0.91232 -4.18450 0.21
C 1.17778 3.30119 -2.68210 -0.42
C -0.02863 -1.67760 -0.10492 0.25
H -1.21016 -1.89965 6.43884 0.20
H -2.92646 -3.15688 4.25043 0.21
O -0.57430 1.65339 -0.93090 -0.64
C 2.36701 3.28363 -1.70711 -0.41
C -1.46664 -2.73989 5.79052 -0.39
H -3.02263 -2.77904 -1.20934 0.21
C 0.29911 2.57329 -6.13787 -0.61
C -1.22788 -1.70008 -0.80846 -0.26
H -1.46612 2.20515 -3.15223 0.23
C -1.22675 0.10232 1.88381 -0.43
N 0.84842 -0.58793 -0.22557 -0.34
H 2.81508 3.59268 0.37656 0.22
H -1.25790 0.78543 1.05717 0.27
H -1.71192 2.81060 -5.45144 0.21
H -0.28215 -4.65310 1.47462 0.21
H 0.47328 -3.69180 5.83913 0.21
C 0.64300 1.89386 -3.00242 0.17
O 1.63549 1.10012 -3.63012 -0.74
C 0.27549 1.21353 -1.67648 0.69
H 2.79235 2.27959 -1.66058 0.22
C 0.50579 -2.10323 4.37938 -0.42
N 0.93450 0.05622 -1.45311 -0.44
H 1.14672 3.12478 0.07035 0.22
H -0.57457 3.91464 -4.69550 0.20
O 2.66040 0.54285 0.54356 -0.63
C 1.63124 -0.04864 0.79149 0.80
H 1.92818 1.56234 -4.42295 0.49
H 0.03236 3.11323 -7.04405 0.22
H 1.70641 -0.18259 -2.06570 0.43
C -2.48996 -2.28429 4.74820 -0.43
H -1.90121 -3.52502 6.41121 0.21
C 0.31821 -2.76020 0.69910 -0.25
C -0.47482 -1.34683 3.53919 -0.08
H 1.30823 2.87902 -5.86630 0.18
S -2.68813 -0.44147 2.60292 0.44
H 1.47914 3.77040 -3.62095 0.20
H 1.83860 0.04928 2.77992 0.42
H 1.67543 4.76771 -0.29435 0.19
H 1.26747 -2.75983 1.21254 0.22
H 0.30184 1.50943 -6.36592 0.21
H 1.31354 -2.48852 3.75308 0.22
H -2.44098 -4.66179 0.27590 0.21
C -1.76071 -3.83149 0.16133 -0.23
N 1.19177 -0.25753 2.06561 -0.63
H 3.14948 3.95103 -2.07584 0.20
H 0.95369 -1.42420 5.11344 0.21
H -0.47172 -4.01996 4.38138 0.20
```

Below is C23H26I2N9NaSe as an isolated structure, with properties calculated with ωB97M-V with the def2-TZVPD basis set.

Properties
relative energy (zero: lowest compared OMol25 entry of this formula, charge and spin) = 0.00 kJ/mol
E_tot = -4544.1576 hartree
orbital gap = 6.65 eV
lowest unoccupied orbital energy = -0.118 eV

Structure (XYZ):
```
62
Properties=species:S:1:pos:R:3:nbo_charge:R:1
C 2.00345 -2.30176 -1.81972 0.14
H -0.67830 -0.15318 5.45103 0.21
H -0.67295 -2.65253 2.65279 0.21
H -1.86774 3.24853 1.97131 0.22
H -6.48911 -3.33643 0.74333 0.21
N 2.16381 -0.96108 0.18481 -0.62
N 4.12644 -1.83915 -0.79620 -0.58
H -0.17179 -3.87441 -4.50983 0.22
C -5.02034 -2.41395 2.98851 0.10
C -4.12056 -0.95613 4.70445 -0.23
C 2.95282 -0.37997 1.11980 0.61
C -0.05351 -2.63925 -2.76130 0.05
C -1.40753 2.37407 1.51107 -0.64
C 2.81756 -1.65837 -0.73335 0.45
H -4.98209 -3.65768 -0.14304 0.25
H -2.45972 -0.58986 2.29661 0.48
H -0.81372 3.30620 -1.24734 0.23
H -5.12653 -1.11481 6.57939 0.22
N 4.28553 -0.49639 1.16485 -0.59
C -5.98451 -2.93144 3.83969 -0.23
C 0.47634 -3.44082 -3.76107 -0.24
Na -0.22079 -0.67771 -0.00799 0.83
N -0.66300 0.08323 2.15312 -0.72
H -6.69080 -3.68163 3.51042 0.22
C 4.81006 -1.23273 0.19321 0.60
N 6.14910 -1.38194 0.17892 -0.78
N -3.31948 -1.15618 2.31093 -0.57
N -4.72670 -2.68379 1.65616 -0.37
H 0.03802 -2.48183 4.25951 0.22
H 6.69082 -1.00276 0.93277 0.41
C -5.08250 -1.47089 5.55869 -0.22
H 3.69174 -3.23003 -2.73624 0.25
H 2.29471 -4.28451 -4.53177 0.22
N 2.35970 0.37992 2.04070 -0.77
H 2.92536 0.74359 2.78643 0.41
H 1.00738 -2.14945 2.82192 0.20
H -6.73448 -2.81377 5.83556 0.22
I 1.52512 2.11529 -1.65559 0.15
H -1.11907 -2.44453 -2.71479 0.21
C -0.74891 0.15217 4.41650 -0.36
H -5.39298 -4.62642 1.29148 0.21
N 0.68776 -2.07736 -1.81259 -0.45
C -0.44123 -0.62152 3.31620 0.08
C -3.68194 -1.90706 1.26277 0.30
C 2.62271 -3.08832 -2.78076 -0.21
C 1.84174 -3.66578 -3.76809 -0.16
H -0.48459 2.70517 1.02026 0.20
H 6.56472 -1.98909 -0.50180 0.41
C -4.11064 -1.44780 3.40904 0.18
H -0.36168 3.46286 -2.97362 0.23
H -3.39668 -0.21410 5.01309 0.25
Se -2.94236 -1.86499 -0.42888 -0.39
H -2.08653 2.00133 0.73702 0.21
H -1.50478 2.27004 4.48617 0.21
C -1.18968 1.40872 3.91485 -0.35
C 0.00906 -2.04795 3.26012 -0.64
C -0.42819 2.79893 -2.12227 -0.73
H 1.34345 0.38962 2.12180 0.44
C -5.44485 -3.63576 0.83913 -0.41
I -1.78111 1.23387 -2.58612 0.16
C -1.11358 1.32415 2.53797 0.08
C -5.99903 -2.43943 5.13599 -0.21
```

Below is C20H19AsIrN4O11S2 as an isolated structure in a non-equilibrium geometry, with properties calculated with ωB97M-V with the def2-TZVPD basis set.

Properties
relative energy (zero: lowest compared OMol25 entry of this formula, charge and spin) = 141.88 kJ/mol
⟨S²⟩ = 8.764
E_tot = -4956.5569 hartree
2S+1 = 6
orbital gap (alpha / beta) = 8.77 / 6.07 eV
lowest unoccupied orbital energy (alpha / beta) = 0.124 / -2.709 eV

Structure (XYZ):
```
58
Properties=species:S:1:pos:R:3:mulliken_spin:R:1
O -1.19919 -2.06014 3.33252 0.01
C 2.22341 2.84988 -0.49283 0.02
H 1.69035 2.34051 -1.28264 0.00
C 2.42176 -5.13150 -1.34914 0.00
H 2.76047 4.56841 -1.62503 0.00
C 4.43443 -4.22394 -2.13815 0.00
H 5.44888 -4.54611 -2.37833 0.00
N 1.83606 0.99300 1.06263 0.17
O -1.79081 1.14223 -3.83990 0.25
O 3.74986 -5.38923 -1.74847 0.00
S 2.98062 1.83817 3.21813 0.01
C -3.15304 -0.86880 1.28574 0.01
O -0.11839 0.73262 -2.36199 0.27
As -1.53380 -1.85197 1.76391 -0.01
S -1.72770 1.44685 1.47519 0.01
H -4.28704 -2.67268 1.08496 0.00
O -2.00631 2.56212 2.32866 0.02
C 2.40650 -4.18309 -0.14592 0.00
H 1.84569 -4.68890 -2.17509 0.00
C -5.52029 0.46151 0.68247 0.00
C 3.00002 2.86941 1.80641 0.00
H 3.88954 5.69882 0.24202 0.00
C 3.55533 4.12522 1.64218 0.00
C -4.37022 1.18583 0.94758 0.00
O -1.24921 1.84690 0.13164 0.17
C 4.46141 -3.18194 -1.00729 0.00
C 2.08357 0.63397 2.29674 0.01
C -5.48430 -0.92430 0.72984 0.00
H 1.82225 -0.68773 3.80505 0.00
C 2.41968 -1.92121 -0.83777 0.07
N 1.78601 -0.97568 -1.07369 0.04
H -1.60681 -4.13750 1.73652 0.00
C -2.16135 -0.76678 -2.22336 0.08
H -6.37846 -1.48957 0.50881 0.00
C 3.45816 4.72274 0.39734 0.00
C -3.20458 0.50385 1.23811 0.00
H -4.34571 2.26586 0.94301 0.00
H 1.99552 -6.10048 -1.08819 0.00
H 4.89099 -2.24443 -1.36243 0.00
C -1.18111 0.64636 -2.95224 0.10
H 1.39003 -3.93889 0.16752 0.00
C 2.32608 2.22819 0.74910 -0.01
Ir 0.11313 0.08104 -0.11657 2.72
O -2.12921 -3.47843 1.27418 0.01
O -2.84865 -1.29099 -3.03455 0.23
O -0.06574 -1.86616 0.90683 0.29
C 2.80641 4.08841 -0.65971 0.01
O -1.87805 -0.82294 -1.04101 0.34
H 5.05543 -3.56413 -0.17077 0.00
H 1.08819 -1.10927 2.30787 0.02
N 3.10857 -2.96321 -0.52225 0.02
C -4.31207 -1.59296 1.04717 0.01
O -0.72884 0.49959 2.03240 0.13
H 3.97274 -3.78567 -3.03503 0.00
H -6.43708 0.97623 0.43779 0.00
N 1.79468 -0.55685 2.80430 0.00
H 4.04444 4.62401 2.46296 0.00
H 2.95316 -4.63834 0.68489 0.00
```

Below is C9H16CrOP as an isolated structure in a non-equilibrium geometry, with properties calculated with ωB97M-V with the def2-TZVPD basis set.

Properties
total charge = -1
⟨S²⟩ = 6.381
E_tot = -1813.3039 hartree
2S+1 = 5
orbital gap (alpha / beta) = 3.62 / 5.25 eV
lowest unoccupied orbital energy (alpha / beta) = 3.177 / 3.157 eV

Structure (XYZ):
```
28
Properties=species:S:1:pos:R:3:mulliken_spin:R:1
H -1.51971 1.23272 1.85943 0.03
H 0.50522 1.46820 3.18596 0.00
H -0.01976 3.67257 -1.20945 0.00
Cr -0.82034 -0.02490 -1.74558 4.35
C -0.72523 -1.01867 -3.58698 0.13
C -1.02012 0.30927 2.16184 0.03
C 0.02510 0.48783 3.26692 0.01
C 1.03427 -0.64008 2.95060 0.00
H 0.60692 -2.03329 1.29748 0.00
C 0.81791 -0.96548 1.45690 0.00
P -0.29355 2.48506 -0.47312 0.10
H 0.76314 -1.53944 3.51263 0.00
H -0.41476 0.37997 4.25312 0.00
H 0.41780 -2.48106 -0.71511 -0.04
O -0.35877 -0.22234 0.98918 -0.13
C 0.99293 0.33870 -2.56712 -0.16
C 0.04625 0.16763 -3.61495 -0.13
H 1.67491 -0.69702 0.82535 0.00
C -0.57809 -2.01920 -2.61283 -0.14
H -1.23265 3.11726 0.40347 0.01
H -1.45903 -1.22545 -4.39517 0.04
H 1.70068 1.19154 -2.52378 -0.04
H -0.33260 0.81438 -4.39633 0.02
H -1.19726 -2.91647 -2.81562 -0.01
H 2.07476 -0.38896 3.14682 0.00
H -1.76707 -0.43247 2.48426 -0.02
C 0.26847 -1.75076 -1.55161 -0.10
H 0.81055 2.69045 0.41372 0.03
```